{
  "formula": "C54H51N4O3TaTe",
  "method": "wB97M-V/def2-TZVPD",
  "symbols": ["Ta", "C", "C", "C", "C", "C", "O", "C", "C", "C", "C", "C", "C", "C", "O", "C", "C", "C", "N", "C", "C", "Te", "C", "C", "C", "C", "C", "C", "C", "C", "C", "C", "C", "C", "H", "H", "H", "H", "H", "H", "H", "H", "H", "H", "H", "H", "H", "H", "H", "H", "H", "H", "H", "H", "H", "H", "H", "H", "N", "C", "C", "C", "C", "C", "C", "C", "C", "C", "C", "C", "C", "C", "H", "H", "H", "H", "H", "H", "H", "H", "H", "H", "C", "N", "C", "C", "O", "N", "C", "C", "H", "H", "H", "H", "H", "H", "H", "H", "H", "H", "H", "H", "C", "C", "C", "C", "C", "C", "C", "H", "H", "H", "H", "H"],
  "positions_angstrom": [[0.538118, 0.714177, -0.302320], [-6.620133, 0.882489, 1.948500], [-5.200571, 0.921301, 1.452349], [-4.580949, 2.102646, 1.091366], [-3.278400, 2.144298, 0.599505], [-2.770299, 3.504258, 0.233004], [-2.881611, 4.420665, 1.020695], [-2.258444, 3.731811, -1.144479], [-1.738325, 4.992431, -1.443756], [-1.353835, 5.302771, -2.732348], [-1.481504, 4.351074, -3.737670], [-1.981380, 3.093568, -3.448728], [-2.380179, 2.783294, -2.157425], [-2.518684, 0.960384, 0.524776], [-1.233117, 0.902897, 0.135821], [-3.135485, -0.229659, 0.954351], [-4.450571, -0.244538, 1.376619], [-2.322977, -1.485461, 1.011381], [-2.289229, -2.352934, 0.081612], [-3.022922, -2.148278, -1.146147], [-4.063970, -3.249285, -1.395628], [-3.252059, -5.238756, -1.190979], [-3.357151, -5.536364, 0.901470], [-4.127477, -4.777038, 1.769879], [-4.101574, -5.034666, 3.132641], [-3.312307, -6.054257, 3.642028], [-2.558508, -6.832125, 2.774616], [-2.583813, -6.575132, 1.413308], [-1.500463, -1.668221, 2.232205], [-1.423472, -0.666195, 3.200585], [-0.641930, -0.842638, 4.331421], [0.068435, -2.018251, 4.514735], [0.008400, -3.015665, 3.550648], [-0.766560, -2.838698, 2.420190], [-7.132874, 1.820349, 1.743116], [-6.639243, 0.712096, 3.026552], [-7.168758, 0.072010, 1.468166], [-5.113385, 3.042321, 1.173498], [-1.675054, 5.714259, -0.640470], [-0.961483, 6.283907, -2.969828], [-1.192734, 4.604291, -4.748955], [-2.083063, 2.348515, -4.226597], [-2.835409, 1.823939, -1.953693], [-4.898113, -1.187437, 1.673274], [-2.277396, -2.197414, -1.946915], [-3.505038, -1.163148, -1.180314], [-4.421106, -3.181183, -2.421843], [-4.919192, -3.145164, -0.729358], [-4.746386, -3.972317, 1.393767], [-4.703008, -4.436624, 3.805830], [-3.281738, -6.238528, 4.707831], [-1.944492, -7.637831, 3.157527], [-1.993601, -7.179700, 0.733221], [-1.981748, 0.252697, 3.083976], [-0.589388, -0.054756, 5.071286], [0.667261, -2.152280, 5.406360], [0.552976, -3.940690, 3.689418], [-0.820755, -3.607346, 1.663390], [1.525559, 2.321816, -0.558416], [2.044806, 3.474123, -0.542246], [2.740567, 4.026797, -1.739197], [3.588971, 5.131836, -1.656741], [4.195104, 5.636998, -2.796843], [3.992276, 5.024074, -4.022848], [3.204392, 3.882871, -4.099180], [2.584412, 3.385018, -2.968340], [2.004768, 4.286901, 0.712666], [1.692575, 5.645473, 0.697024], [1.636403, 6.365606, 1.879524], [1.895116, 5.739124, 3.089475], [2.202886, 4.386211, 3.113189], [2.244145, 3.661908, 1.934017], [3.784385, 5.598240, -0.702600], [4.832820, 6.508224, -2.723293], [4.455965, 5.428863, -4.913047], [3.080787, 3.383380, -5.051772], [1.965669, 2.498318, -3.009400], [1.478033, 6.136164, -0.242988], [1.393610, 7.420008, 1.855007], [1.849551, 6.303630, 4.011576], [2.408670, 3.894625, 4.055201], [2.464503, 2.601727, 1.937793], [1.773535, -2.504956, -0.301149], [3.191034, -2.138429, -0.073576], [4.026286, -3.221596, 0.412975], [3.619323, -0.891632, -0.352431], [2.846465, -0.024077, -0.797724], [4.920839, -0.526001, -0.069658], [5.193533, 0.903892, -0.017164], [6.094141, -1.312213, -0.419790], [1.624667, -3.377699, 0.341906], [-0.215316, -1.934911, 0.000136], [0.856921, -1.460846, 1.301914], [3.419139, -3.883747, 1.027647], [4.840957, -2.849221, 1.027472], [4.423026, -3.822181, -0.410844], [4.275175, 1.446175, 0.183722], [5.611577, 1.272724, -0.959449], [5.914355, 1.090081, 0.781126], [5.817398, -2.232340, -0.923922], [6.690934, -1.547860, 0.465471], [6.720056, -0.736228, -1.106510], [0.758321, -1.478531, 0.205701], [1.532225, -3.002306, -1.712736], [2.024773, -2.354456, -2.841627], [1.853383, -2.904781, -4.103807], [1.191092, -4.113724, -4.259908], [0.668249, -4.750328, -3.144229], [0.842014, -4.199717, -1.884126], [2.555720, -1.417925, -2.735716], [2.250675, -2.394855, -4.972455], [1.081318, -4.556918, -5.241309], [0.130193, -5.683670, -3.253933], [0.438722, -4.713478, -1.018026]],
  "forces_ev_per_angstrom": [[2.2, -2.9, -0.4], [0.1, 0.0, 0.0], [-0.1, 0.0, 0.0], [0.0, 0.0, -0.1], [0.6, -0.4, 0.0], [0.0, 0.0, 0.0], [0.0, -0.1, 0.0], [0.1, 0.1, -0.3], [0.0, 0.0, 0.2], [0.1, 0.0, -0.1], [0.1, 0.0, 0.0], [-0.1, -0.1, 0.0], [-0.1, 0.1, 0.1], [-1.1, 0.0, 0.5], [-1.8, 0.6, 0.3], [0.4, 0.2, -0.2], [0.0, 0.0, 0.0], [-0.2, 0.0, -0.3], [-0.3, 0.0, 0.5], [0.0, -0.2, -0.1], [0.5, 0.2, 0.4], [-0.3, 0.1, 0.0], [0.1, 0.1, -0.1], [0.0, 0.1, -0.1], [0.0, 0.0, 0.1], [0.0, 0.0, 0.0], [0.0, 0.0, 0.0], [0.0, 0.0, -0.2], [-0.1, 0.0, 0.4], [-0.1, -0.2, -0.1], [0.1, 0.0, 0.1], [0.0, 0.1, 0.0], [-0.1, -0.1, 0.0], [-0.2, -0.2, 0.1], [0.0, 0.0, 0.0], [-0.1, 0.0, 0.0], [-0.1, 0.0, 0.0], [0.0, 0.0, 0.0], [0.0, 0.0, 0.0], [0.0, 0.0, 0.0], [0.0, 0.0, 0.0], [0.0, 0.0, 0.0], [0.1, -0.1, 0.0], [0.1, 0.0, 0.0], [0.0, 0.1, 0.0], [-0.1, -0.1, -0.1], [-0.1, -0.1, 0.0], [0.0, -0.1, 0.0], [0.0, 0.0, 0.0], [0.0, 0.0, 0.0], [0.0, 0.0, 0.0], [0.0, 0.0, 0.0], [0.1, 0.0, 0.1], [0.0, 0.0, 0.0], [0.0, 0.0, 0.0], [0.0, 0.0, 0.0], [0.0, 0.0, 0.0], [0.0, -0.1, -0.1], [0.6, 1.4, -0.1], [0.0, -0.2, 0.1], [0.1, 0.1, -0.1], [-0.1, 0.0, 0.0], [0.1, 0.0, 0.0], [0.0, 0.0, 0.0], [0.0, 0.0, -0.1], [-0.1, 0.1, 0.0], [0.0, 0.1, 0.1], [0.0, -0.1, 0.0], [0.0, 0.0, 0.0], [0.0, 0.0, 0.0], [0.0, 0.0, 0.0], [0.1, 0.0, -0.1], [0.0, 0.0, 0.0], [0.0, 0.0, 0.0], [0.0, 0.0, 0.0], [-0.1, 0.0, 0.0], [-0.1, 0.0, 0.0], [0.0, 0.0, 0.0], [0.0, 0.0, 0.0], [0.0, 0.0, 0.0], [0.0, 0.0, 0.0], [0.0, 0.0, 0.0], [-0.2, 0.3, -0.1], [-0.1, -0.1, 0.0], [0.0, 0.0, 0.1], [0.1, -0.1, 0.3], [-0.8, 0.7, 0.2], [0.0, 0.1, -0.1], [-0.1, 0.0, 0.0], [-0.1, -0.1, 0.0], [0.2, -0.1, -0.1], [0.2, 0.1, 0.0], [0.0, 0.2, -0.2], [0.0, 0.1, 0.1], [0.0, 0.0, 0.0], [0.1, 0.0, 0.1], [0.0, 0.0, 0.0], [0.0, 0.0, 0.0], [0.0, 0.0, 0.0], [0.1, 0.0, 0.0], [0.0, 0.0, -0.1], [0.0, 0.0, 0.0], [0.3, 0.5, -0.3], [0.1, -0.2, 0.0], [0.0, 0.1, 0.0], [0.1, 0.0, 0.0], [-0.1, 0.0, 0.0], [0.0, 0.0, -0.1], [0.0, 0.1, 0.0], [0.0, 0.0, 0.0], [0.0, 0.0, 0.0], [0.0, 0.0, 0.0], [0.0, 0.0, 0.0], [0.0, 0.0, 0.0]],
  "orbital_gap_ev": 5.6,
  "de_lowest_kcal_mol": 0.0,
  "spin_multiplicity": 1,
  "homo_ev": -5.564,
  "max_force_ev_per_a": 3.675,
  "lumo_ha": 0.0010
}